Record 1
Computed, not measured: a structure of composition C31H62O11, with ωB97M-V/def2-TZVPD.

Gap between HOMO and LUMO = 9.21 eV
E = -2045.0243 Ha
Energy relative to the best compared isomer or geometry (same formula, charge and spin) = 23.1381 eV

The geometry in ORCA input format:
```
! wB97M-V def2-TZVPD RIJCOSX def2/J DEFGRID3
* xyz 0 1
O -49.5916 21.7291 -39.0738
O -48.3483 31.7761 -37.3265
O -44.6762 22.9674 -40.9801
O -48.9192 28.9219 -41.8090
O -46.1251 24.8250 -38.4797
O -47.7725 19.5490 -43.9894
O -49.2962 31.0599 -44.5767
O -50.0830 25.7678 -35.1991
O -50.5119 23.0521 -43.2661
O -47.8016 26.4307 -46.0294
O -49.0612 26.7845 -42.7809
C -51.8988 22.7277 -39.3007
C -47.7546 21.9283 -43.6340
C -49.0655 28.1456 -42.7564
C -47.4214 20.6082 -43.2073
C -49.8784 25.8540 -36.4788
C -51.0276 24.1990 -42.9412
C -48.8387 26.1490 -41.4979
C -49.9535 30.6602 -38.8981
C -49.2182 28.7795 -44.0953
C -49.5614 27.1057 -37.2498
C -44.6335 23.3704 -37.1872
C -46.8874 20.2539 -41.7424
C -51.0314 25.3061 -44.0519
C -49.2697 30.1206 -45.4896
C -50.4291 29.3023 -45.8986
C -48.9609 24.6378 -41.8059
C -44.5320 25.3100 -41.6497
C -51.7781 24.4599 -41.5961
C -46.0703 26.0200 -44.1968
C -47.6067 24.1350 -44.9486
C -46.5270 22.3008 -38.5304
C -45.7428 23.5795 -38.0827
C -47.1859 25.5701 -45.1553
C -48.0216 30.1028 -46.4516
C -48.6884 31.3135 -38.5973
C -49.3775 24.6015 -37.1672
C -50.9102 21.2456 -41.0884
C -42.4751 23.8591 -40.6472
C -50.6568 21.8454 -39.7142
C -43.9148 24.0213 -41.2166
C -47.7407 31.5392 -39.7050
H -47.5154 20.7449 -40.9500
H -50.7783 26.3026 -43.6306
H -46.8015 23.6039 -45.2060
H -49.9175 20.7676 -41.4481
H -49.0092 29.8173 -44.0243
H -48.3103 29.3455 -47.2366
H -43.8193 22.6271 -37.7065
H -50.1241 28.2562 -45.6451
H -46.8540 19.1771 -41.5545
H -45.8380 26.9994 -44.5030
H -52.7727 24.6093 -42.0012
H -49.9353 23.9659 -36.7085
H -50.0597 24.7135 -42.0991
H -46.9539 23.0204 -39.1549
H -47.2280 22.6723 -43.2081
H -46.9742 21.8681 -37.7038
H -45.4799 25.0716 -42.3246
H -51.8491 23.5562 -40.8240
H -47.6975 21.9307 -44.7308
H -50.7857 31.3195 -39.1822
H -51.2560 25.4300 -41.2153
H -44.9984 25.6461 -44.4908
H -50.3115 25.0394 -44.8304
H -46.8358 32.0391 -39.3068
H -48.3494 28.3684 -44.5359
H -50.8405 29.4807 -46.8479
H -48.7970 22.2286 -43.5124
H -45.6023 21.6810 -38.9454
H -44.9172 25.9320 -40.9132
H -50.3495 30.5317 -37.9207
H -48.3612 24.1129 -45.6606
H -43.7673 25.7006 -42.1608
H -51.7316 20.6977 -41.0774
H -51.9001 23.5831 -39.9093
H -45.2704 22.7929 -36.3385
H -42.3071 24.1163 -39.7367
H -48.8067 24.0734 -41.0217
H -48.2664 32.1380 -40.4282
H -48.0348 31.0899 -47.0435
H -46.3121 25.8239 -43.1959
H -48.3732 24.3343 -42.6970
H -51.6436 22.9020 -38.1239
H -51.2560 29.4338 -45.1376
H -47.9405 26.3332 -41.1868
H -49.6164 24.3653 -38.1374
H -47.5225 30.6465 -39.8992
H -48.5790 27.2347 -37.5231
H -41.6460 24.2760 -41.2178
H -44.1248 24.3853 -36.9131
H -51.9726 25.2799 -44.4871
H -50.0390 27.3174 -38.0435
H -47.1044 29.6740 -45.8141
H -52.8155 21.9891 -39.2366
H -50.1496 28.6270 -44.5043
H -49.4008 26.5415 -40.6562
H -49.7125 28.0802 -36.5556
H -49.8962 29.7326 -39.4716
H -47.8327 23.9353 -44.0162
H -51.0324 22.0040 -41.8480
H -42.1772 22.7717 -40.6506
H -45.7139 20.4971 -41.7387
H -48.2541 24.4044 -37.1544
*
```



Record 2
Computed, not measured: a cluster of 4 separate species, C31H63ClF5N6O8 in total, with ωB97M-V/def2-TZVPD.

Gap between HOMO and LUMO = 7.09 eV
E = -3108.6481 Ha

The geometry in ORCA input format:
```
! wB97M-V def2-TZVPD RIJCOSX def2/J DEFGRID3
* xyz 1 1
Cl -3.2420 -4.4000 1.9579
F -8.2410 -1.7739 7.8116
F -9.1576 -1.7607 5.2742
F -7.7671 -0.1911 4.7261
F -6.8157 -0.1724 7.3363
F -9.2388 0.1730 6.2682
O -2.1764 1.5402 6.8965
O -2.5700 3.2235 -1.8066
O -0.7804 0.4831 -4.6382
O -2.7526 0.3587 1.6297
O 3.6362 0.9792 -5.7685
O 10.4193 -2.7085 -7.0519
O 6.8004 0.1020 -6.7456
O -1.0211 -3.5498 2.8759
N 7.8156 -2.6452 -5.6414
N 1.8461 1.8119 -3.5636
N -4.4650 2.6260 0.3486
N -3.0892 -1.3286 5.7845
N -1.1540 -2.1196 5.2246
N -2.7400 3.1743 9.2725
C -0.2066 0.2991 -3.3586
C 3.6409 2.1997 -6.4852
C -4.5580 2.0484 1.6793
C -1.8794 0.6363 0.5359
C -1.0353 -1.6824 6.5314
C -3.3894 4.2014 -1.1807
C -2.8191 -2.1081 3.3873
C 0.6105 1.4886 -2.8614
C -2.8933 1.0154 8.0071
C -3.2044 2.4993 -2.8491
C -6.4826 -2.3251 6.3906
C -5.5017 -1.9344 5.2945
C 4.0322 1.0985 -4.4096
C 9.6237 -3.8527 -6.7706
C -8.4355 -0.7448 5.7448
C -3.2780 1.4982 2.2994
C -7.4605 -1.2587 6.8251
C 6.1097 -1.1322 -6.8066
C -2.4955 1.7301 9.2859
C -4.4807 -0.8707 5.7360
C 8.0660 0.1306 -7.3804
C -2.1637 -3.3200 2.7982
C 8.1532 -3.4997 -6.7723
C 2.8769 0.7849 -3.4853
C -2.2599 -1.1646 6.8846
C 11.2318 -2.2837 -5.9757
C -2.3833 -1.8767 4.7840
C 6.4638 -2.0961 -5.6800
C -2.6660 -0.5195 8.1608
C 0.0564 0.1385 -5.7315
C -3.6334 3.8214 0.2618
H -7.0787 -3.1629 6.0414
H 11.8636 -1.4783 -6.3454
H -2.4238 0.6909 -0.4078
H 7.9287 -3.0268 -7.7383
H 5.7549 -2.9300 -5.7051
H 8.1023 -0.5424 -8.2406
H -6.0045 -1.6036 4.3958
H 0.8484 1.3238 -1.8046
H -3.5989 -0.9750 8.4838
H 11.8722 -3.0957 -5.6188
H 1.6315 1.9852 -4.5370
H 7.5671 -4.4211 -6.7061
H -4.9707 2.8007 2.3586
H -1.3278 1.5649 0.6896
H -3.6062 3.1737 -3.6092
H -3.5078 3.3797 8.6444
H -4.1360 4.6443 0.7773
H -2.8553 5.1549 -1.2083
H 9.8104 -4.5859 -7.5603
H -3.8889 -2.1579 3.2655
H 0.3567 -0.6409 -3.3206
H -1.2381 1.5275 7.1087
H 5.0511 -0.8811 -6.6996
H -1.9458 3.6463 8.8638
H -3.5244 1.1632 3.3150
H 9.9137 -4.3024 -5.8169
H 8.4751 -1.8788 -5.6039
H -4.7297 -0.5509 6.7348
H -2.4510 1.8668 -3.3111
H -0.3885 -2.5224 4.7047
H -4.5113 0.0169 5.1126
H -2.4844 -1.2549 2.7848
H -1.9052 -0.7152 8.9068
H 4.8313 0.3717 -4.2348
H -4.0115 1.8634 -2.4667
H -2.9902 1.2819 10.1447
H 2.8628 2.8855 -6.1315
H 3.4483 1.9620 -7.5297
H -0.0308 2.3728 -2.9056
H 6.2276 -1.5886 -7.7969
H -0.1292 -1.7686 7.0934
H 8.2373 1.1495 -7.7280
H 6.3024 -1.5708 -4.7346
H -1.1685 -0.1877 0.4634
H 10.6372 -1.9063 -5.1363
H -1.4250 1.5722 9.4166
H 3.2476 0.7340 -2.4570
H -4.0992 1.9275 -0.2854
H -4.9687 -2.8398 5.0221
H -5.9708 -2.6622 7.2877
H 8.8752 -0.1265 -6.6908
H 0.7422 -0.6721 -5.4751
H -2.5006 2.2614 2.4046
H -5.2842 1.2314 1.6322
H -0.5880 -0.1926 -6.5454
H -1.0494 0.1807 -2.6688
H -2.6485 3.6816 0.7295
H 4.6135 2.6931 -6.4127
H -3.9394 1.1865 7.7756
H 2.4998 -0.2114 -3.7573
H 0.6306 0.9960 -6.0904
H -4.3321 4.3260 -1.7193
H 4.4361 2.0938 -4.2080
*
```



Record 3
Computed, not measured: a structure of composition C31H64BiP2Si2, with ωB97M-V/def2-TZVPD.

Gap between HOMO and LUMO (spin up / spin down) = 5.55 / 5.63 eV
E = -2695.5115 Ha

The geometry in ORCA input format:
```
! wB97M-V def2-TZVPD RIJCOSX def2/J DEFGRID3
* xyz 1 1
Bi -0.4375 0.1831 -3.0914
P 0.5774 -2.9060 -0.7141
P 1.8966 2.3297 -0.0108
Si -0.2994 -0.6329 4.9397
Si 2.5915 -0.4410 3.5523
C -3.9203 1.4932 -2.8939
C -3.4541 1.0830 -1.5456
C 3.2060 -1.5814 4.9384
C -2.7405 3.4103 -0.7071
C 2.0192 0.1366 -5.1852
C 1.4500 0.9930 -4.0824
C -1.5040 0.7229 -5.9433
C -3.9059 -1.4485 -1.7272
C 1.2846 2.7157 1.6628
C -0.1699 -1.2228 -4.8086
C 1.0660 -1.0003 -5.6709
C -0.4351 1.8354 -5.7165
C -2.6526 1.1836 0.6171
C -3.4454 -0.2344 -1.0090
C 0.6359 -3.4959 1.0131
C 3.3411 1.2462 3.9765
C 3.6936 2.0398 0.0025
C 0.2972 1.8492 -4.3874
C -1.4177 -0.4972 -5.0467
C 3.3390 -1.1250 1.9570
C -2.1939 1.7021 1.9243
C -2.9380 1.9563 -0.5497
C -0.5922 -4.0075 -1.5883
C -2.1142 -0.1389 4.7648
C -2.9292 -0.1747 0.3233
C 2.1684 -3.3685 -1.4765
C 0.7338 -0.3443 3.4228
C 1.6604 3.8479 -0.9834
C 0.3796 0.3685 6.4030
C -0.3166 -2.4578 5.4499
C -2.7273 -1.3135 1.2370
H -3.4968 -1.4923 -2.7566
H 3.4179 -2.2224 1.9987
H -0.0720 -4.8637 -2.0358
H 2.4700 -4.3840 -1.2258
H -2.6738 -0.4493 5.6612
H 0.7058 -0.7812 -6.6986
H 0.2988 1.7881 -6.5317
H -1.7973 -1.1874 1.8083
H 4.2589 2.9311 0.2738
H -2.6058 -0.6111 3.9035
H 1.1298 1.7789 2.2344
H 1.1175 -2.7169 1.6248
H 0.6823 -2.9131 5.4281
H -2.9410 1.5098 2.7063
H 1.9668 3.3798 2.2036
H -3.1812 2.1327 -3.3941
H 1.6121 -1.9646 -5.6848
H -2.2364 0.9476 4.6713
H -3.5524 -1.4079 1.9612
H -0.7126 -2.5647 6.4716
H -2.3078 -1.1173 -5.0501
H 3.6303 1.8238 3.0886
H -1.3785 -4.3460 -0.9038
H 2.1776 1.3875 -3.3528
H 4.3604 -0.7434 1.8109
H 2.0825 -3.2596 -2.5688
H 0.4390 1.4378 6.1530
H 4.2646 -1.3488 5.1364
H 0.2622 2.8125 -3.8809
H 2.2765 4.6635 -0.6229
H 2.9337 -0.3655 -4.8268
H -2.6563 -2.2629 0.6901
H -1.9729 3.7876 -0.0081
H 1.3742 0.0471 6.7402
H 2.9274 -2.6487 -1.1411
H 2.6375 1.8545 4.5611
H -2.0267 2.7824 1.8844
H -1.2603 1.2121 2.2320
H -0.9643 -3.0421 4.7804
H 3.9374 1.1901 0.6597
H -0.2332 -2.1965 -4.2869
H 4.2459 1.1018 4.5863
H -1.0777 -3.4328 -2.3908
H 2.2780 0.7577 -6.0657
H -4.1140 0.6220 -3.5260
H -3.6035 -2.3658 -1.1969
H 1.1805 -4.4448 1.0939
H 0.2900 3.1795 1.5617
H -0.3067 0.2675 7.2588
H 1.8953 3.6389 -2.0384
H -2.5013 1.1850 -5.7929
H 2.7504 -0.8680 1.0668
H -2.4164 3.6632 -1.7353
H -5.0111 -1.4650 -1.8154
H -0.9599 2.7968 -5.8054
H 3.9637 1.7331 -1.0212
H 3.1493 -2.6373 4.6337
H -3.6734 3.9779 -0.5091
H 0.5988 4.1348 -0.9505
H -0.4006 -3.5915 1.3796
H -4.8557 2.0697 -2.8237
H 2.6610 -1.4727 5.8853
H -1.4155 0.3768 -6.9895
H 0.2828 -0.5098 2.4349
*
```



Record 4
Computed, not measured: a cluster of 3 separate species, C31H64N2O11P2S3 in total, with ωB97M-V/def2-TZVPD.

SMILES = CCCCN(CCCC[C@](COC)(N=C=S)OC(=O)CC)C(=S)SCCC.CCOP(=O)(OCC)OCC.CCOP(=O)(OCC)OCC
Gap between HOMO and LUMO = 7.74 eV
E = -4034.0559 Ha

The geometry in ORCA input format:
```
! wB97M-V def2-TZVPD RIJCOSX def2/J DEFGRID3
* xyz 0 1
S 2.2641 2.7050 3.7472
S -1.2026 2.2554 -2.2896
S -0.0008 4.9328 -2.4187
P -0.8603 -2.8522 -3.5660
P 3.1783 -4.1986 1.4956
O -1.1829 -1.3801 2.6795
O -1.2761 0.8204 5.7172
O -2.1767 0.5403 3.2329
O 3.8034 -3.5838 0.3067
O 3.4687 -3.2167 2.7526
O -1.8043 -2.1914 -4.7027
O -0.2221 -3.8233 -4.6819
O 4.1600 -5.4345 1.8606
O 0.3511 -1.7746 -3.4918
O -1.6534 -2.7141 -2.3265
O 1.9341 -5.0037 2.1145
N -1.4301 4.1200 -0.2774
N -0.0302 1.4252 2.9103
C -0.5053 4.7901 2.0028
C -1.4406 1.9779 4.9491
C 0.2838 1.2322 -2.0344
C -3.1906 -1.9495 -4.4635
C -3.3807 -0.0142 0.5518
C 0.0724 0.5565 6.0723
C 1.6375 1.8467 -2.4214
C -2.0843 2.8168 2.6185
C -1.8607 -0.0800 0.8435
C -2.1488 5.4051 -0.2728
C -1.6736 4.2666 2.8738
C -3.2935 5.3695 -1.3162
C 0.7475 -4.8200 -4.3282
C -0.3022 4.0605 0.6842
C -3.3089 5.5740 -3.8577
C 0.2416 -3.8722 0.7197
C 1.0523 -1.5504 -2.2674
C 2.3432 -2.3421 -2.1970
C 0.6074 -4.4444 2.0727
C 0.3585 -5.6271 -3.1078
C 0.9425 2.0668 3.2218
C -1.6866 -0.3594 2.3171
C 2.4756 2.1392 -1.1705
C -3.1220 6.3296 -2.5196
C -3.4223 -0.5141 -4.0361
C 6.4857 -5.3087 1.1916
C 5.1231 -5.9151 0.9245
C 2.0085 -1.3056 2.9798
C -0.8661 3.8687 -1.5678
C 3.3731 -1.8077 2.5608
C -1.3787 1.7319 3.4360
H -3.5816 -0.3449 -0.4623
H -3.8769 -0.7102 1.2306
H 3.5326 2.2769 -1.3865
H -2.1692 6.8526 -2.5035
H -2.4681 2.2987 5.1380
H 0.3095 0.8311 -1.0215
H -4.2051 5.6862 -0.8062
H -3.1230 2.7239 2.9410
H 7.1854 -5.5592 0.3927
H 1.9614 -0.2202 2.9631
H 1.1191 -6.3755 -2.8863
H -3.9195 7.0714 -2.5002
H 1.7251 -4.3488 -4.2011
H -3.2194 0.1665 -4.8645
H -2.3630 5.3540 -4.3506
H -0.0740 -5.2577 2.3202
H 0.9230 -3.0629 0.4297
H -1.4339 4.4775 3.9162
H -0.1639 3.0050 0.9391
H 2.1401 -3.4116 -2.1084
H 2.9293 -2.0478 -1.3291
H -1.4305 -0.9093 0.2916
H 3.5719 -1.5355 1.5218
H 1.2386 -1.6690 2.2958
H -2.5522 4.8801 2.6716
H 0.4330 4.6981 2.5516
H -0.7937 2.7989 5.2728
H 0.0471 -0.2881 6.7591
H -1.5026 6.2733 -0.4337
H -2.0736 2.5434 1.5676
H 6.4247 -4.2242 1.2787
H 1.5469 2.7028 -3.0843
H -3.8795 6.1910 -4.5540
H -0.7705 -3.4700 0.7359
H -0.5939 -6.1335 -3.2709
H 0.5006 -3.6977 2.8623
H 0.6291 0.2292 5.1939
H 0.4192 -1.7809 -1.4072
H -0.6370 5.8657 1.8775
H 0.2434 -4.9874 -2.2253
H -3.5865 -2.6466 -3.7259
H 2.9419 -2.1908 -3.0966
H -3.7875 0.9688 0.7744
H 0.3016 -4.6429 -0.0514
H 0.8316 -5.4824 -5.1894
H -2.6397 5.5723 0.6829
H 0.5456 1.3871 6.6011
H 1.7537 -1.6566 3.9803
H 4.8020 -5.7225 -0.0990
H -4.4535 -0.3661 -3.7121
H -2.7534 -0.2354 -3.2215
H 0.1183 0.3660 -2.6771
H 1.2771 -0.4819 -2.2309
H 2.1910 1.0838 -2.9749
H 0.6526 4.3774 0.2588
H 4.1511 -1.3471 3.1720
H -3.4913 4.3453 -1.6274
H 2.4227 1.2480 -0.5377
H -3.8721 4.6512 -3.7341
H 5.1702 -6.9986 1.0474
H -3.7119 -2.1450 -5.4021
H -1.3729 0.8574 0.5750
H 2.0541 2.9513 -0.5818
H 6.8886 -5.6828 2.1340
*
```